Entry from OMol25: one molecule with the formula C3H4O3S (the ωB97M-V functional and the def2-TZVPD basis).

Net charge: 0
Energy relative to the best compared isomer or geometry (same formula, charge and spin): 153.2 kJ/mol
SMILES: O=COCC(O)=S
Maximum force: 0.0413 hartree/bohr
Multiplicity: 1
LUMO: 0.00 eV
Frontier orbital gap: 0.331 Ha

Last column: natural (NBO) charge in e.
CARTESIAN COORDINATES (ANGSTROEM)
O: -1.749 0.851 -0.063  -0.61
C: -1.685 -0.241 -0.549  0.66
O: -0.620 -1.066 -0.391  -0.49
C: 0.390 -0.580 0.569  -0.19
C: 1.439 0.383 -0.007  0.19
O: 1.010 1.620 -0.179  -0.65
S: 2.927 -0.188 -0.365  -0.02
H: -2.484 -0.748 -1.106  0.15
H: -0.113 -0.124 1.472  0.22
H: 0.830 -1.576 0.905  0.24
H: 0.056 1.670 -0.285  0.51